--- one ---
C5H8S | ωB97M-V/def2-TZVPD

Structure (XYZ):
```
14
Properties=species:S:1:pos:R:3:nbo_charge:R:1
C 0.6349 0.5608 -1.5138 -0.5487
C 0.4401 -0.8622 -0.7440 -0.3650
C 0.1548 -0.4558 0.6961 -0.2733
C -0.9133 0.0552 1.6924 -0.2952
C -0.6547 0.6282 0.4584 -0.4598
S -0.0188 1.8517 -0.4578 0.2733
H 1.7390 0.5831 -1.4455 0.2102
H 0.3404 0.7298 -2.4938 0.2188
H 1.3908 -1.3606 -0.8340 0.2139
H -0.3240 -1.3860 -1.2431 0.2070
H 1.0910 -0.0556 1.1735 0.1858
H -1.5963 -0.6675 1.7679 0.2002
H -0.7735 0.1980 2.8791 0.2238
H -1.5104 0.1809 0.0647 0.2090
```

The gap between HOMO and LUMO comes out at 9.2 eV. As for the spin multiplicity: 1. The lowest unoccupied orbital energy is 1.046 eV.

--- two ---
C5H8S | ωB97M-V/def2-TZVPD

Structure (XYZ):
```
14
Properties=species:S:1:pos:R:3:nbo_charge:R:1
C 0.5533 1.4421 -0.4126 -0.1852
C -0.5328 1.2801 0.3434 -0.3523
C 0.9594 -0.4429 1.0763 -0.5437
C -1.7404 -1.3792 -0.3652 -0.7843
C 1.5430 0.3798 -0.0139 -0.4771
S -0.6290 -0.1412 1.4589 0.6719
H 0.8255 2.1517 -1.1473 0.2318
H -1.3630 2.0471 0.4312 0.2338
H 1.4266 -1.3579 1.3827 0.2245
H -1.2282 -2.3072 -0.3885 0.1689
H -1.2242 -0.6574 -1.0617 0.1737
H 1.8587 -0.2612 -0.9173 0.2207
H 2.4091 0.8722 0.3480 0.2308
H -2.8578 -1.6261 -0.7339 0.1865
```

The gap between HOMO and LUMO (spin up / spin down) comes out at 7.4 / 7.8 eV. As for the spin multiplicity: 1. The lowest unoccupied orbital energy (spin up / spin down) is 0.498 / 0.553 eV.

Which structure wins on stability? two wins.

--- one ---
C5H8S | ωB97M-V/def2-TZVPD

Structure (XYZ):
```
14
Properties=species:S:1:pos:R:3:nbo_charge:R:1
C -0.6684 -0.5599 -1.2629 -0.6278
C -0.0448 0.1178 -0.0360 -0.2791
C -0.7851 -0.3996 1.2206 -0.6416
C 1.3850 0.0742 0.1611 -0.0605
C 2.6382 0.1344 -0.0708 -0.2082
H -1.7433 0.1193 -1.6968 0.2550
H 0.3241 -0.9437 -2.1640 0.2497
H -1.0610 -1.7240 -0.8213 0.2262
H -1.8510 -0.1512 1.1152 0.2295
H -0.2992 0.4024 1.8613 0.2322
H -0.2883 -1.4087 1.8407 0.2488
H -1.3986 2.3394 -0.0743 0.1137
H 3.7627 0.0138 0.0234 0.2642
S 0.0296 1.9858 -0.0962 -0.0021
```

The gap between HOMO and LUMO comes out at 9.9 eV. As for the spin multiplicity: 1. The lowest unoccupied orbital energy is 0.674 eV.

--- two ---
C5H8S | ωB97M-V/def2-TZVPD

Structure (XYZ):
```
14
Properties=species:S:1:pos:R:3:nbo_charge:R:1
S -2.5927 -0.0027 -0.0177 -0.0525
C -0.7627 0.0469 -0.4270 -0.2610
C 0.0734 1.2459 0.0145 -0.4603
C 1.4253 0.6227 0.0501 -0.1843
C 1.4155 -0.7111 0.0234 -0.1775
C -0.0254 -1.1848 0.0077 -0.4567
H -2.4308 -0.0961 1.2651 0.1018
H -0.8376 0.0647 -1.4969 0.2118
H -0.2479 1.6415 0.9843 0.2141
H -0.0932 2.0231 -0.7160 0.2208
H 2.2934 1.2221 0.0463 0.2051
H 2.2499 -1.3701 -0.0661 0.2133
H -0.3522 -1.4710 0.9917 0.2074
H -0.1151 -2.0310 -0.6594 0.2181
```

The gap between HOMO and LUMO comes out at 10.1 eV. As for the spin multiplicity: 1. The lowest unoccupied orbital energy is 1.071 eV.

--- three ---
C5H8S | ωB97M-V/def2-TZVPD

Structure (XYZ):
```
14
Properties=species:S:1:pos:R:3:nbo_charge:R:1
C -4.6286 -0.6885 -0.0322 -0.2581
C -3.5496 -0.2694 -0.3094 -0.2315
C 2.7367 0.2970 0.1227 -0.2819
C -0.1785 1.3546 0.0764 -0.9900
C 3.2423 -0.8873 0.0599 -0.3982
S 0.7569 0.0872 0.4836 0.5618
H -5.6005 -0.8903 0.4041 0.2373
H -2.5996 0.0432 -0.7090 0.2470
H 3.0363 1.2114 0.4087 0.2040
H -0.1512 1.8700 -0.8854 0.2182
H -0.6463 1.9129 0.9496 0.2402
H 4.3669 -1.2190 0.0744 0.2167
H 2.6006 -1.6952 -0.1441 0.1893
H 0.6145 -1.1267 -0.4993 0.0454
```

The gap between HOMO and LUMO comes out at 8.5 eV. As for the spin multiplicity: 1. The lowest unoccupied orbital energy is 0.595 eV.

Which structure wins on stability? two wins.

--- one ---
C5H8S | ωB97M-V/def2-TZVPD

Structure (XYZ):
```
14
Properties=species:S:1:pos:R:3:nbo_charge:R:1
C 0.5060 1.6571 0.0063 -0.7088
C 0.4371 0.1390 -0.0330 0.0322
S 1.9740 -0.5839 -0.0005 -0.0386
C -0.8225 -0.6196 -0.0364 -0.3493
C -2.0026 -0.2197 0.7894 -0.3911
C -2.0302 -0.1023 -0.7478 -0.3946
H -0.4898 2.0873 0.1136 0.2015
H 1.0214 1.9718 0.9865 0.2527
H 0.9728 2.1169 -0.8871 0.2531
H -0.6470 -1.6505 -0.2102 0.2402
H -1.8021 0.7109 1.3744 0.2186
H -2.5612 -0.9863 1.3014 0.2342
H -1.9105 0.8222 -1.2604 0.2199
H -2.6947 -0.8568 -1.2823 0.2299
```

The gap between HOMO and LUMO comes out at 8.3 eV. As for the spin multiplicity: 1. The lowest unoccupied orbital energy is -0.131 eV.

--- two ---
C5H8S | ωB97M-V/def2-TZVPD

Structure (XYZ):
```
14
Properties=species:S:1:pos:R:3:nbo_charge:R:1
C -2.7381 0.2864 0.1989 -0.4103
C -1.4670 0.0252 0.5441 -0.3607
S -0.2851 -0.6310 -0.5797 0.2665
C 1.1979 0.0146 0.0277 -0.1794
C 2.0997 -0.8383 0.5260 -0.3666
C 1.3967 1.4927 -0.1776 -0.6540
H -3.2665 0.1327 -0.7302 0.2117
H -3.3626 0.6643 1.0376 0.2003
H -1.0880 0.1767 1.5427 0.2161
H 1.9235 -1.8970 0.6310 0.2108
H 3.0311 -0.4827 0.8942 0.1928
H 2.2790 1.8520 0.3958 0.2161
H 1.5970 1.6739 -1.2439 0.2289
H 0.5129 2.0923 0.0333 0.2278
```

The gap between HOMO and LUMO comes out at 9.3 eV. As for the spin multiplicity: 1. The lowest unoccupied orbital energy is 0.955 eV.

--- three ---
C5H8S | ωB97M-V/def2-TZVPD

Structure (XYZ):
```
14
Properties=species:S:1:pos:R:3:nbo_charge:R:1
C 2.3198 -0.3800 -0.1267 -0.4848
C 0.9143 -0.4051 0.0388 -0.1858
C 0.0973 0.9292 0.2146 -0.4096
C -1.2507 0.5265 -0.1619 -0.4434
C -1.4332 -0.9465 -0.1195 -0.5287
S 0.0698 -1.9286 0.0938 0.2801
H 2.3087 0.8792 0.0123 0.1707
H 3.4569 -0.7878 -0.3915 0.2776
H 0.4722 1.7735 -0.3180 0.2316
H 0.2335 1.0609 1.4186 0.2089
H -1.2047 0.8988 -1.1610 0.2168
H -1.9871 1.1382 0.4501 0.2290
H -2.0780 -1.1854 0.8538 0.2051
H -1.9186 -1.5729 -0.8036 0.2328
```

The gap between HOMO and LUMO comes out at 8.7 eV. As for the spin multiplicity: 1. The lowest unoccupied orbital energy is 0.841 eV.

--- four ---
C5H8S | ωB97M-V/def2-TZVPD

Structure (XYZ):
```
14
Properties=species:S:1:pos:R:3:nbo_charge:R:1
C -1.4859 -2.1990 -0.3443 -0.2277
C -0.7510 -1.3654 -0.7260 -0.0040
C 0.2897 -0.3854 -1.1322 -0.4956
C 0.8121 0.4986 -0.0041 -0.2893
C -0.2390 1.3768 0.6258 -0.6564
S 1.3705 -0.6755 1.3226 -0.0373
H -2.0763 -2.9738 -0.0077 0.2276
H -0.1643 0.2957 -1.9470 0.2316
H 1.0886 -0.8708 -1.5654 0.2382
H 1.6726 1.1676 -0.4435 0.2175
H -0.2896 1.7007 1.7404 0.2313
H -0.3324 2.3202 0.0512 0.2133
H -1.1377 0.7338 0.3041 0.2307
H 1.2426 0.3764 2.1262 0.1199
```

The gap between HOMO and LUMO comes out at 9.8 eV. As for the spin multiplicity: 1. The lowest unoccupied orbital energy is 0.857 eV.

Which structure wins on stability? two wins.

--- one ---
C6H15NO3 | ωB97M-V/def2-TZVPD

Structure (XYZ):
```
25
Properties=species:S:1:pos:R:3:nbo_charge:R:1
C 1.9420 0.9463 -0.4252 -0.4152
N 1.4243 0.7903 0.9277 -0.6035
C 0.0706 0.4793 1.0400 0.0093
C -0.7621 -0.0570 0.1439 -0.3198
C -2.2014 -0.3123 0.4926 -0.4168
C -3.1745 0.2606 -0.5442 -0.5128
C -3.3458 1.7427 -0.4760 0.4491
O -3.5090 2.3620 0.5407 -0.5197
H 3.0216 0.9420 -0.4137 0.1948
H 1.5484 1.8372 -0.9185 0.1859
H 1.6037 0.0984 -1.0141 0.1958
H 1.6407 1.5804 1.5145 0.3759
H -0.3395 0.6804 2.0250 0.1977
H -0.4440 -0.3100 -0.8623 0.1934
H -2.4157 -1.3741 0.6329 0.2114
H -2.4705 0.0637 1.4857 0.2237
H -2.8889 -0.0277 -1.5559 0.2074
H -4.1557 -0.2027 -0.4281 0.2414
H -3.3416 2.2768 -1.4485 0.1001
O 3.8569 -1.7982 -1.5414 -0.9355
H 3.1534 -1.9601 -2.1823 0.4711
H 3.9721 -0.8444 -1.5309 0.4660
O 2.2117 -2.7016 1.7507 -0.9449
H 1.5665 -2.0494 1.4460 0.4720
H 3.0368 -2.4228 1.3415 0.4729
```

The gap between HOMO and LUMO comes out at 8.9 eV. As for the spin multiplicity: 1. The lowest unoccupied orbital energy is 0.469 eV.

--- two ---
C6H15NO3 | ωB97M-V/def2-TZVPD

Structure (XYZ):
```
25
Properties=species:S:1:pos:R:3:nbo_charge:R:1
C -2.0018 1.4760 -2.4923 -0.4075
N -1.0599 2.0007 -1.5278 -0.6761
C -0.2036 1.1227 -0.8494 0.7067
C -1.1809 0.2835 0.3192 -0.7150
O 0.3597 0.2031 -1.7204 -0.7570
O 0.7355 1.8665 -0.1706 -0.7359
H -1.5251 0.7948 -3.2027 0.1906
H -2.7971 0.9293 -1.9768 0.1840
H -2.4448 2.3086 -3.0318 0.2029
H -0.6400 2.9043 -1.7154 0.3922
H -1.8026 1.0816 0.7166 0.2180
H -1.7856 -0.3985 -0.2813 0.2028
H -0.8146 -0.1850 1.2389 0.1839
H 1.1148 -0.2222 -1.2650 0.4924
H 1.4434 1.2621 0.1257 0.4928
C 1.4552 -0.7303 2.5647 -0.7310
C 1.4549 -1.1562 1.1218 0.6599
C 0.9016 -2.5200 0.8191 -0.7306
O 2.0628 -0.5108 0.2746 -0.6229
H 0.5032 -0.9520 3.0406 0.2316
H 2.2338 -1.2844 3.0925 0.2479
H 1.6650 0.3302 2.6534 0.2438
H 0.8819 -2.6977 -0.2563 0.2435
H 1.5432 -3.2725 1.2931 0.2447
H -0.0991 -2.6339 1.2296 0.2386
```

The gap between HOMO and LUMO comes out at 9.0 eV. As for the spin multiplicity: 1. The lowest unoccupied orbital energy is 0.557 eV.

Which structure wins on stability? two wins.

--- one ---
C2H6N2O2 | ωB97M-V/def2-TZVPD

Structure (XYZ):
```
12
Properties=species:S:1:pos:R:3:nbo_charge:R:1
C -0.4602 -0.0397 -0.8660 0.2088
N 0.1082 -1.1690 -1.5657 -0.8349
C -0.1227 0.0631 0.6020 -0.0379
O 0.1826 0.9147 2.7678 -0.9682
O -0.0822 1.1821 -1.4507 -0.7023
N 0.3168 -0.6791 1.4406 -0.0718
H 0.8925 1.0585 3.4095 0.4997
H 0.2586 1.0107 -2.3387 0.4884
H -1.5535 -0.1470 -0.9072 0.1869
H 1.1036 -1.2533 -1.3939 0.3704
H -0.3470 -2.0413 -1.3246 0.3803
H -0.2968 1.1003 1.6268 0.4806
```

The gap between HOMO and LUMO comes out at 9.0 eV. As for the spin multiplicity: 1. The lowest unoccupied orbital energy is -0.462 eV.

--- two ---
C2H6N2O2 | ωB97M-V/def2-TZVPD

Structure (XYZ):
```
12
Properties=species:S:1:pos:R:3:nbo_charge:R:1
C 1.9946 0.0291 -0.0296 -0.4588
C -2.3734 0.3054 0.0406 -0.3152
N 0.5427 0.2779 0.0245 0.2265
N -0.2858 -0.6040 0.2776 0.2447
O 0.1528 1.4503 -0.1903 -0.5718
O -0.1002 -1.8155 0.3558 -0.4644
H 2.2325 -0.9012 0.4439 0.2321
H 2.6919 0.8052 0.1316 0.2444
H 1.9799 -0.2015 -1.1808 0.2256
H -2.4849 0.1079 1.0918 0.2085
H -2.4261 -0.5803 -0.5307 0.1900
H -1.9240 1.1268 -0.4344 0.2383
```

The gap between HOMO and LUMO (spin up / spin down) comes out at 7.3 / 6.7 eV. As for the spin multiplicity: 1. The lowest unoccupied orbital energy (spin up / spin down) is -0.898 / -1.409 eV.

Which structure wins on stability? one wins.

--- one ---
C2H6N2O2 | ωB97M-V/def2-TZVPD

Structure (XYZ):
```
12
Properties=species:S:1:pos:R:3:nbo_charge:R:1
C -1.0643 -0.4481 0.0756 -0.6289
C 0.1548 0.5021 0.0738 -0.3122
N 3.1507 1.0464 -0.0673 0.2218
N 1.1926 0.0045 -0.8049 -0.0469
O 1.4937 -1.2525 -0.3371 -0.5758
O 3.5172 0.2680 0.7131 -0.2173
H -1.9285 -0.1573 -0.6066 0.2075
H -0.7386 -1.5133 -0.2147 0.2339
H -1.4639 -0.3706 1.0563 0.2106
H 0.6163 0.3273 1.0543 0.1989
H -0.0511 1.5823 -0.2545 0.2225
H 2.1077 -1.7123 -0.9287 0.4859
```

The gap between HOMO and LUMO (spin up / spin down) comes out at 9.2 / 8.0 eV. As for the spin multiplicity: 1. The lowest unoccupied orbital energy (spin up / spin down) is 0.564 / -0.272 eV.

--- two ---
C2H6N2O2 | ωB97M-V/def2-TZVPD

Structure (XYZ):
```
12
Properties=species:S:1:pos:R:3:nbo_charge:R:1
C 2.5170 0.1255 0.2297 -0.2485
O 1.3379 -0.5441 -0.1808 -0.3992
N 0.2146 0.2767 -0.0866 -0.1897
C -0.8751 -0.2580 -0.4181 0.1914
N -2.1267 0.4674 -0.3563 -0.3535
O -2.9484 -0.3186 0.5150 -0.5700
H 3.2542 -0.7445 0.2251 0.1999
H 2.6671 0.9725 -0.4348 0.1822
H 2.5309 0.5303 1.2330 0.1767
H -0.9875 -1.3297 -0.6779 0.1745
H -1.9339 1.4298 0.0510 0.3636
H -3.6501 -0.6073 -0.0993 0.4724
```

The gap between HOMO and LUMO comes out at 10.2 eV. As for the spin multiplicity: 1. The lowest unoccupied orbital energy is 1.053 eV.

Which structure wins on stability? two wins.